Entry from the Open Molecules 2025 dataset: a structure of composition C3MnO (wB97M-V/def2-TZVPD).

Properties
F_max (eV/Å): 5.36
LUMO energy (spin up / spin down) (eV): -7.01 / -6.98
Total charge: +1
<S²>: 12.00
2S+1: 7
E_HOMO (spin up / spin down) (eV): -11.69 / -16.35

Structure (XYZ):
```
5
C3MnO, DFT wB97M-V/def2-TZVPD
C 1.1363 1.3493 0.0134
C -0.0481 0.1457 -0.6278
O 0.4483 1.2542 -1.1731
C -0.4438 -0.5984 0.2926
Mn -1.0927 -2.1508 1.4949
```

---

Entry from the Open Molecules 2025 dataset: an isolated molecule of C4H5N2P (wB97M-V/def2-TZVPD).

Properties
SMILES: C1=CN2P[C@H]2C=N1
F_max (eV/Å): 1.41
LUMO energy (eV): 0.36
2S+1: 1
E_HOMO (eV): -7.76
ΔE to the lowest compared entry with this formula, charge and spin (eV): 1.5930

Structure (XYZ):
```
12
C4H5N2P, DFT wB97M-V/def2-TZVPD
C -1.5108 -0.7447 -0.3834
C -0.3080 -1.3392 -0.1780
N 0.7550 -0.6401 0.3157
P 2.2238 0.0562 -0.4043
C 0.6318 0.7929 0.3566
C -0.6307 1.3382 -0.2190
N -1.6734 0.6255 -0.4485
H -2.4035 -1.3188 -0.5639
H -0.1632 -2.4046 -0.2704
H 2.9028 -0.0162 0.8252
H 0.8789 1.2405 1.3256
H -0.7027 2.4104 -0.3555
```

---

Entry from the Open Molecules 2025 dataset: a structure of composition C52H56BF15GeIMgN8OS2Si (wB97M-V/def2-TZVPD).

Properties
F_max (eV/Å): 0.54
LUMO energy (eV): 1.63
Total charge: -1
2S+1: 1
E_HOMO (eV): -5.39
ΔE to the lowest compared entry with this formula, charge and spin (eV): 0.0000

Structure (XYZ):
```
139
C52H56BF15GeIMgN8OS2Si, DFT wB97M-V/def2-TZVPD
Mg 1.2549 0.9860 0.5742
C -2.0428 -2.2745 2.9658
C -0.6898 -2.0711 2.3836
C 0.1695 -3.0169 1.8755
C 1.2978 -2.3145 1.4382
N 1.1080 -0.9987 1.6217
N -0.1017 -0.8727 2.2504
B -0.5222 0.4074 3.0172
N 0.7279 1.2335 3.4055
N 1.4549 1.9991 2.5315
C 2.2778 2.7403 3.2786
C 2.1079 2.4222 4.6327
C 1.1202 1.4654 4.6698
C 0.5476 0.7858 5.8694
C 3.2462 3.7923 2.7796
C 4.6700 3.2196 2.7816
C 2.8835 4.2874 1.3859
C 3.1989 4.9906 3.7397
N -1.5636 1.2628 2.2910
N -1.3074 1.9200 1.1223
C -2.4465 2.5388 0.7992
C -3.4374 2.2677 1.7544
C -2.8417 1.4549 2.6850
C -3.4811 0.8913 3.9127
C -2.7267 3.4177 -0.4022
C -1.4930 3.6412 -1.2522
C -3.8134 2.7584 -1.2624
C -3.2340 4.7805 0.0906
C 2.5747 -3.0016 0.9841
C 2.7574 -4.2624 1.8477
C 2.4748 -3.4488 -0.4778
C 3.8030 -2.1203 1.1849
H -2.2191 -3.3405 3.1133
H -2.1581 -1.7647 3.9219
H -2.8004 -1.8888 2.2829
H 0.0171 -4.0819 1.8788
H -1.0225 0.0430 4.0370
H 2.6259 2.8378 5.4797
H 1.1242 1.0734 6.7479
H -0.4932 1.0673 6.0332
H 0.5839 -0.2988 5.7690
H 4.7547 2.3656 2.1108
H 5.3812 3.9837 2.4559
H 4.9503 2.8949 3.7859
H 2.9844 3.4925 0.6527
H 1.8538 4.6523 1.3569
H 3.5561 5.1060 1.1098
H 3.5502 4.7267 4.7380
H 3.8445 5.7857 3.3595
H 2.1837 5.3822 3.8269
H -4.4569 2.6171 1.7720
H -4.3459 1.5037 4.1668
H -3.8369 -0.1262 3.7424
H -2.8068 0.8757 4.7662
H -1.1861 2.7088 -1.7269
H -1.7106 4.3751 -2.0343
H -0.6780 4.0081 -0.6324
H -3.4899 1.7659 -1.5769
H -4.7469 2.6551 -0.7050
H -4.0119 3.3700 -2.1481
H -2.4772 5.2748 0.7043
H -3.4609 5.4229 -0.7645
H -4.1400 4.6798 0.6892
H 1.9620 -4.9901 1.6829
H 3.7042 -4.7405 1.5863
H 2.7794 -4.0113 2.9101
H 1.6330 -4.1289 -0.6209
H 2.3413 -2.5999 -1.1427
H 3.3931 -3.9677 -0.7683
H 3.7862 -1.6268 2.1583
H 4.7076 -2.7311 1.1187
H 3.8718 -1.3418 0.4344
C 6.7293 -0.6477 -1.3370
Si 5.8124 0.2901 -2.6730
C 6.4043 -0.3772 -4.3330
C 6.2257 2.1155 -2.6368
C 3.9651 -0.0495 -2.5675
C 3.3003 -0.7120 -3.5863
C 1.9475 -1.0378 -3.4790
C 1.2958 -0.6970 -2.3138
N 1.8954 -0.0249 -1.3206
C 3.2031 0.3106 -1.4232
S 3.8590 1.1792 -0.0820
H 7.8037 -0.4581 -1.4084
H 6.5666 -1.7226 -1.4479
H 6.3863 -0.3510 -0.3458
H 7.4861 -0.2407 -4.4117
H 5.9443 0.1450 -5.1754
H 6.2001 -1.4449 -4.4418
H 7.3094 2.2523 -2.6911
H 5.8585 2.5805 -1.7224
H 5.7768 2.6316 -3.4888
H 3.8400 -0.9928 -4.4845
H 1.4204 -1.5698 -4.2589
H 0.2544 -0.9502 -2.1399
N 1.4267 2.4469 -3.0299
C 1.5524 3.1303 -1.8908
O 1.3061 2.6785 -0.7798
C 1.9214 4.5964 -1.9760
I 3.3069 5.1241 -3.5092
H 1.2017 1.4633 -2.9900
H 1.7641 2.8304 -3.8955
H 2.3576 4.8957 -1.0316
H 1.0197 5.1734 -2.1693
F -5.3010 -4.0711 -2.6687
C -4.2274 -3.9394 -3.4680
C -3.2282 -3.0443 -3.1297
C -2.1666 -2.9604 -4.0116
F -1.1428 -2.1283 -3.7901
C -2.0957 -3.7228 -5.1671
F -1.0493 -3.6165 -5.9945
C -3.1161 -4.6041 -5.4666
F -3.0621 -5.3415 -6.5777
C -4.1959 -4.7176 -4.6093
F -5.1862 -5.5691 -4.8980
Ge -3.3376 -2.0687 -1.3872
S -1.8410 -0.7192 -0.8276
C -3.5191 -3.6655 -0.1932
C -4.6285 -4.0656 0.5283
F -5.8033 -3.4306 0.4005
C -4.6087 -5.1453 1.3953
F -5.7030 -5.4965 2.0809
C -3.4458 -5.8776 1.5427
F -3.4114 -6.9223 2.3735
C -2.3240 -5.5326 0.8119
F -1.2026 -6.2525 0.9367
C -2.3836 -4.4433 -0.0383
F -1.2838 -4.1690 -0.7528
C -5.0928 -1.1194 -1.4042
C -5.7874 -0.7535 -2.5401
F -5.4067 -1.1962 -3.7519
C -6.8866 0.0895 -2.5125
F -7.5292 0.4189 -3.6395
C -7.3179 0.5991 -1.3040
F -8.3745 1.4146 -1.2575
C -6.6467 0.2633 -0.1418
F -7.0597 0.7618 1.0291
C -5.5550 -0.5796 -0.2144
F -4.9418 -0.8731 0.9387
```

---

Entry from the Open Molecules 2025 dataset: a structure of composition C4H16LiO4 (wB97M-V/def2-TZVPD).

Properties
F_max (eV/Å): 10.75
LUMO energy (eV): -2.72
Total charge: +1
2S+1: 1
E_HOMO (eV): -13.92
ΔE to the lowest compared entry with this formula, charge and spin (eV): 0.0000

Structure (XYZ):
```
25
C4H16LiO4, DFT wB97M-V/def2-TZVPD
Li 0.4284 -0.6472 -0.2759
C 0.4214 2.6348 0.6051
O 0.8444 1.4068 1.0711
H -0.2196 2.6038 -0.2729
H 1.2774 3.2458 0.1361
H -0.4186 2.8658 1.2551
H 0.7754 1.3738 1.9951
C -0.7036 -2.2972 1.9161
O 0.5034 -2.0172 1.0891
H -1.3546 -3.2492 1.6961
H -1.4976 -1.4602 1.9421
H -0.4386 -2.4292 2.9971
H 0.9824 -2.8622 1.1311
C -2.3676 0.5298 -0.0489
O -1.5546 -0.2812 -0.9589
H -2.0126 0.7638 0.9071
H -3.3236 0.2478 0.1271
H -2.7856 1.5008 -0.4689
H -1.8566 -0.1992 -1.8169
C 2.3064 -0.5982 -2.1859
O 1.5294 0.3958 -1.4919
H 2.3434 -1.6392 -1.9259
H 3.3334 -0.3952 -2.4809
H 1.9504 -0.5982 -3.1289
H 1.8374 1.1048 -1.8119
```